ORCA calculation (ωB97M-V with the def2-TZVPD basis set) on a molecular structure, C35H48N4OPPtS2Se.

For the orbital gap (alpha / beta), the calculation gives 6.684 / 6.445 eV. For the HOMO energy (alpha / beta), the calculation gives -8.60 / -9.89 eV. The charge is +1. The multiplicity is 3. The relative energy (zero: lowest compared OMol25 entry of this formula, charge and spin) is 106.1 kcal per mole.

Atoms and positions in Å:
Pt -1.35 -0.04 0.14
C 3.81 -2.80 -1.81
C 4.82 -1.71 -1.56
C 6.16 -1.97 -1.81
C 7.13 -1.00 -1.63
C 6.77 0.27 -1.19
C 5.43 0.53 -0.92
C 4.45 -0.45 -1.07
P 2.66 -0.13 -0.73
C 2.70 1.50 0.16
C 2.70 1.50 1.67
C 1.16 3.59 2.09
C 1.89 4.38 1.07
C 2.51 3.97 -0.04
C 2.69 2.62 -0.58
C 2.80 2.60 -2.08
C 2.38 -1.32 0.65
C 3.42 -1.68 1.52
C 3.22 -2.57 2.56
C 1.95 -3.13 2.74
C 0.93 -2.80 1.87
C 1.11 -1.91 0.80
C -0.01 -1.69 -0.14
H 4.15 -3.46 -2.61
H 2.84 -2.39 -2.10
H 3.65 -3.41 -0.92
H 6.45 -2.95 -2.17
H 8.17 -1.22 -1.84
H 7.51 1.04 -1.07
H 5.16 1.52 -0.57
H 2.62 0.48 2.02
H 0.98 4.13 3.01
H 1.87 5.44 1.28
H 2.91 4.77 -0.66
H 3.46 3.40 -2.42
H 1.81 2.78 -2.52
H 3.17 1.66 -2.47
H 4.41 -1.26 1.37
H 4.03 -2.83 3.22
H 1.78 -3.84 3.53
H -0.05 -3.26 1.99
H -0.72 -2.51 -0.09
H 0.31 -1.49 -1.16
C -2.74 -4.31 -1.34
N -3.16 -2.93 -1.09
C -2.90 -2.00 -2.19
C -3.68 -2.54 0.08
S -3.57 -0.95 0.71
N -4.33 -3.48 0.81
C -5.27 -4.41 0.17
C -4.60 -3.29 2.23
H -1.70 -4.29 -1.68
H -3.34 -4.78 -2.12
H -2.79 -4.90 -0.43
H -3.79 -1.89 -2.81
H -2.09 -2.40 -2.80
H -2.60 -1.02 -1.83
H -5.20 -4.35 -0.91
H -6.28 -4.14 0.46
H -5.08 -5.44 0.49
H -3.76 -2.82 2.72
H -4.78 -4.27 2.68
H -5.49 -2.67 2.39
C -2.21 2.19 2.82
N -0.75 2.23 2.87
C -0.04 1.76 3.94
C 1.27 1.70 3.70
N 1.52 2.17 2.35
C 3.99 2.10 2.24
C 0.12 2.54 1.78
Se -0.52 2.21 -0.02
H -2.58 1.32 3.35
H -2.54 2.13 1.79
H -2.64 3.09 3.27
H -0.54 1.49 4.85
H 2.07 1.31 4.30
H 4.02 2.03 3.33
H 4.12 3.14 1.95
H 4.83 1.52 1.85
O -2.60 1.38 -1.97
S -3.79 1.47 -2.88
C -3.79 3.14 -3.59
C -5.22 3.66 -3.48
C -5.66 3.30 -2.06
C -5.26 1.84 -1.84
H -3.41 3.09 -4.61
H -3.10 3.71 -2.97
H -5.86 3.16 -4.21
H -5.27 4.73 -3.66
H -6.73 3.44 -1.93
H -5.15 3.94 -1.35
H -6.04 1.14 -2.14
H -4.96 1.61 -0.82